1.
Molecular formula: C17H54N4O10
Method: DFT, wB97M-V/def2-TZVPD

Structure (ORCA input):
```
! wB97M-V def2-TZVPD RIJCOSX def2/J DEFGRID3
* xyz 0 1
N -0.497 0.115 -0.127
H -1.085 -0.219 -0.987
H 0.288 -0.543 0.106
H -1.178 0.321 0.547
H 0.109 0.983 -0.223
C 1.294 -0.967 -3.748
O 1.535 0.120 -4.345
O 1.186 -2.077 -4.447
O 0.945 -0.991 -2.588
H 1.303 -1.942 -5.291
C -1.349 1.156 3.290
C -0.372 2.291 3.148
C 0.472 2.532 4.428
O -0.506 2.920 5.459
C 0.080 3.234 6.670
N 0.569 1.823 2.163
H -2.166 1.292 4.070
H -0.978 0.217 3.422
H -1.912 1.129 2.334
H -0.832 3.159 2.678
H 1.231 3.222 4.516
H 1.111 1.753 4.841
H -0.758 3.331 7.218
H 0.603 4.081 6.502
H 0.671 2.764 7.429
H 1.276 2.407 2.141
H 1.071 1.101 2.663
C 1.087 -2.372 2.848
C 2.412 -1.592 3.230
C 3.682 -2.465 3.148
O 3.522 -3.529 3.998
C 4.808 -4.117 4.211
N 2.470 -0.482 2.328
H 0.253 -1.562 2.771
H 0.863 -3.283 3.529
H 1.165 -2.780 1.870
H 2.318 -1.489 4.239
H 4.536 -1.969 3.365
H 3.930 -2.773 2.124
H 5.406 -3.473 4.579
H 5.091 -4.520 3.500
H 4.611 -4.764 4.976
H 3.198 0.152 2.214
H 2.517 -0.739 1.411
C -2.273 0.973 -3.482
C -3.573 0.368 -2.988
C -4.662 -0.126 -4.010
O -5.091 0.844 -4.941
C -5.224 0.431 -6.296
N -3.240 -0.772 -2.160
H -1.554 1.036 -2.603
H -2.542 1.955 -3.850
H -1.635 0.505 -4.336
H -4.151 1.137 -2.380
H -5.681 -0.373 -3.692
H -4.279 -0.957 -4.452
H -4.457 0.631 -6.861
H -5.908 1.078 -6.753
H -5.653 -0.533 -6.407
H -2.828 -1.428 -2.867
H -4.170 -1.395 -1.618
C -2.245 3.248 -0.539
O -2.794 2.175 0.265
H -2.604 4.204 -0.029
H -2.617 3.129 -1.600
H -1.234 3.096 -0.440
H -3.741 2.176 0.197
C 4.149 -1.097 -1.286
O 2.910 -0.737 -0.706
H 4.894 -1.006 -0.565
H 4.215 -0.363 -2.308
H 3.918 -1.916 -1.811
H 2.261 -0.799 -1.289
C 0.204 -4.137 -1.439
O -0.831 -3.183 -1.903
H -0.116 -4.658 -0.423
H 1.098 -3.799 -1.171
H 0.251 -4.879 -2.151
H -0.366 -2.484 -2.468
C 0.972 3.040 -2.832
O 1.144 1.825 -2.077
H 0.007 3.463 -2.517
H 0.558 2.832 -3.855
H 1.858 3.740 -2.658
H 1.052 1.295 -2.911
*
```

## Properties
Energy above the lowest of the compared OMol25 structures with the same formula, charge and spin (kcal per mole): 211.3
HOMO (eV): -8.55

***

2.
Molecular formula: C17H56N2O11
Method: DFT, wB97M-V/def2-TZVPD

Structure (ORCA input):
```
! wB97M-V def2-TZVPD RIJCOSX def2/J DEFGRID3
* xyz 0 1
N -0.654 -1.708 2.322
C -0.305 -2.701 1.592
N -0.663 -2.519 0.355
O 0.762 -3.560 2.007
H -0.075 -1.524 3.122
H -1.403 -1.028 1.994
H -0.080 -2.935 -0.301
H -1.548 -2.074 0.033
C 1.928 -3.783 -1.069
C 1.342 -3.205 -2.322
O -0.025 -3.519 -2.281
H 1.543 -4.761 -0.738
H 1.909 -3.179 -0.226
H 3.030 -3.976 -1.095
H 1.685 -3.703 -3.190
H 1.495 -2.119 -2.415
H -0.478 -2.937 -2.896
C -4.763 -0.664 0.253
C -3.930 -0.457 1.552
O -2.611 -0.314 1.101
H -5.828 -0.984 0.420
H -4.264 -1.521 -0.291
H -4.831 0.190 -0.368
H -3.904 -1.350 2.172
H -4.104 0.452 2.055
H -2.527 0.598 0.893
C -3.009 -1.845 -2.823
C -2.227 -0.903 -3.685
O -0.963 -1.502 -3.770
H -2.957 -2.891 -3.157
H -4.035 -1.529 -2.767
H -2.594 -1.906 -1.818
H -2.177 0.097 -3.315
H -2.702 -0.872 -4.718
H -0.418 -0.781 -4.119
C 2.966 2.428 -1.592
C 2.606 1.791 -2.919
O 3.121 2.676 -3.920
H 3.971 2.214 -1.446
H 2.546 1.979 -0.710
H 2.978 3.520 -1.727
H 1.493 1.857 -2.856
H 2.919 0.751 -2.942
H 2.472 3.378 -4.007
C 3.405 -0.906 -0.170
C 4.131 0.169 0.673
O 4.741 -0.489 1.757
H 4.032 -1.731 -0.277
H 3.098 -0.499 -1.118
H 2.495 -1.237 0.273
H 3.404 0.861 1.070
H 4.996 0.676 0.236
H 5.255 0.201 2.247
C -1.696 0.614 4.826
C -1.285 1.591 3.663
O -0.557 2.720 4.147
H -0.859 0.223 5.357
H -2.192 -0.270 4.462
H -2.342 1.151 5.518
H -2.200 2.005 3.214
H -0.783 0.978 2.903
H -0.115 3.086 3.403
C -0.004 0.349 -1.069
O 0.330 0.290 0.303
H -1.008 0.061 -1.300
H 0.534 -0.355 -1.730
H 0.182 1.353 -1.521
H 0.316 -0.660 0.550
C -2.797 2.751 -2.445
O -1.445 3.233 -2.509
H -3.070 2.349 -3.378
H -3.490 3.487 -2.166
H -2.921 2.038 -1.685
H -1.358 3.881 -1.773
C 0.635 3.710 0.574
O 0.933 2.785 1.626
H 1.544 3.867 0.044
H 0.320 4.716 0.863
H -0.046 3.344 -0.123
H 0.646 1.908 1.388
C 1.857 -0.233 3.559
O 1.622 -1.420 4.322
H 1.493 0.669 4.025
H 1.482 -0.291 2.498
H 2.928 -0.087 3.509
H 2.097 -2.071 3.867
*
```

## Properties
Energy above the lowest of the compared OMol25 structures with the same formula, charge and spin (kcal per mole): 21.4
HOMO (eV): -8.74
SMILES: NC(N)=O.CCO.CCO.CCO.CCO.CCO.CCO.CO.CO.CO.CO

***

3.
Molecular formula: C17H62N4O14
Method: DFT, wB97M-V/def2-TZVPD

Structure (ORCA input):
```
! wB97M-V def2-TZVPD RIJCOSX def2/J DEFGRID3
* xyz 0 1
C 13.057 17.172 -13.282
C 12.439 16.265 -14.372
O 13.061 16.542 -15.646
H 12.840 17.100 -12.195
H 12.931 18.212 -13.599
H 14.102 17.077 -13.388
H 11.355 16.443 -14.502
H 12.572 15.197 -14.187
H 12.599 16.045 -16.342
C 12.582 21.797 -13.537
C 12.358 22.473 -12.156
O 11.063 22.217 -11.709
H 12.538 20.760 -13.385
H 13.585 22.115 -13.902
H 11.783 22.053 -14.207
H 12.398 23.520 -12.015
H 13.171 22.137 -11.499
H 10.908 22.403 -10.810
C 17.108 21.293 -11.173
C 15.632 20.804 -11.253
O 14.909 21.286 -10.139
H 17.678 20.734 -11.947
H 17.577 21.025 -10.240
H 17.294 22.280 -11.308
H 15.576 19.740 -11.265
H 15.142 21.149 -12.133
H 14.975 20.752 -9.369
C 16.205 18.900 -14.333
O 17.517 18.865 -13.821
N 15.670 18.008 -15.102
N 15.417 19.925 -14.362
H 16.274 17.219 -15.199
H 14.693 17.811 -15.052
H 15.792 20.854 -14.124
H 14.451 19.803 -14.807
C 18.592 16.004 -15.651
O 17.246 15.898 -15.348
N 19.196 16.941 -15.019
N 19.246 15.349 -16.610
H 18.649 17.532 -14.364
H 20.112 17.340 -15.348
H 18.709 14.576 -17.021
H 20.311 15.380 -16.574
C 17.698 22.336 -14.271
O 16.292 22.532 -14.356
H 18.070 22.900 -15.099
H 17.901 21.283 -14.448
H 18.203 22.705 -13.341
H 16.015 22.558 -15.247
C 16.351 22.354 -18.410
O 15.952 22.057 -17.103
H 16.965 23.242 -18.445
H 15.522 22.629 -19.021
H 16.972 21.524 -18.770
H 15.483 21.228 -17.081
C 15.427 15.624 -17.956
O 15.507 15.742 -19.340
H 14.804 14.820 -17.640
H 14.976 16.462 -17.450
H 16.417 15.482 -17.587
H 15.460 14.827 -19.699
C 20.434 20.073 -13.291
O 20.081 18.821 -12.690
H 19.680 20.856 -12.995
H 20.348 19.878 -14.364
H 21.427 20.422 -13.047
H 19.112 18.778 -12.724
C 14.915 13.905 -14.722
O 14.374 13.113 -13.635
H 15.015 14.999 -14.511
H 14.271 13.794 -15.578
H 15.871 13.597 -15.015
H 14.215 12.243 -13.986
C 14.374 25.238 -13.203
O 15.058 24.228 -12.518
H 14.855 25.405 -14.168
H 14.319 26.124 -12.686
H 13.311 24.839 -13.366
H 15.420 23.570 -13.131
C 17.277 19.096 -17.529
O 15.892 19.286 -17.513
H 17.487 18.054 -17.323
H 17.802 19.736 -16.828
H 17.556 19.275 -18.543
H 15.728 19.020 -16.592
C 13.186 20.754 -16.583
O 13.456 19.538 -15.980
H 14.048 21.383 -16.308
H 12.283 21.191 -16.280
H 13.270 20.751 -17.630
H 12.944 18.831 -16.442
C 17.124 15.875 -12.047
O 16.335 16.952 -11.583
H 17.172 15.113 -11.272
H 18.097 16.305 -12.263
H 16.613 15.482 -12.899
H 15.435 16.651 -11.302
*
```

## Properties
Energy above the lowest of the compared OMol25 structures with the same formula, charge and spin (kcal per mole): 26.4
HOMO (eV): -9.23

***

4.
Molecular formula: C17H62N6O12
Method: DFT, wB97M-V/def2-TZVPD

Structure (ORCA input):
```
! wB97M-V def2-TZVPD RIJCOSX def2/J DEFGRID3
* xyz 0 1
C 0.112 0.431 -2.142
O -0.109 1.464 -3.065
C 0.951 2.390 -3.039
C 0.522 3.694 -3.756
C 0.605 3.590 -5.272
N 1.295 4.815 -3.236
H 0.774 -0.361 -2.538
H -0.825 -0.070 -1.901
H 0.667 0.748 -1.253
H 1.299 2.619 -2.034
H 1.798 2.086 -3.679
H -0.491 3.923 -3.407
H 0.315 4.504 -5.784
H -0.046 2.801 -5.652
H 1.633 3.275 -5.473
H 2.292 4.594 -3.236
H 1.098 4.941 -2.244
C 3.029 -2.488 4.244
O 2.425 -1.283 4.715
C 2.798 -0.083 4.050
C 4.322 0.114 4.179
C 4.783 0.110 5.644
N 4.736 1.376 3.484
H 3.264 -2.341 3.193
H 2.340 -3.301 4.461
H 3.943 -2.748 4.786
H 2.531 -0.162 2.984
H 2.093 0.663 4.425
H 4.832 -0.685 3.637
H 4.511 -0.736 6.277
H 4.203 0.918 6.105
H 5.855 0.283 5.730
H 5.328 1.910 4.117
H 3.858 1.893 3.550
C 1.659 7.197 -0.102
O 1.039 5.935 -0.332
C 0.743 5.246 0.885
C 0.648 3.748 0.644
C 0.106 2.985 1.863
N 1.961 3.182 0.302
H 1.830 7.760 -1.014
H 2.684 6.935 0.202
H 1.248 7.739 0.749
H 1.473 5.537 1.647
H -0.224 5.646 1.217
H 0.058 3.565 -0.257
H 0.853 2.995 2.661
H -0.032 1.941 1.588
H -0.790 3.495 2.208
H 2.490 3.686 -0.393
H 2.562 2.896 1.060
C -2.646 -4.738 -7.034
O -3.486 -4.918 -5.940
C -3.233 -3.859 -5.000
C -4.114 -3.906 -3.769
C -3.689 -2.952 -2.656
N -4.076 -5.263 -3.146
H -2.769 -3.779 -7.550
H -2.904 -5.433 -7.843
H -1.596 -4.992 -6.849
H -2.170 -3.794 -4.753
H -3.536 -2.955 -5.546
H -5.179 -3.743 -3.939
H -3.767 -1.938 -3.068
H -2.642 -3.066 -2.367
H -4.350 -2.942 -1.793
H -3.212 -5.443 -2.647
H -4.074 -5.901 -3.940
N -1.212 -2.110 0.533
C -1.587 -1.344 1.559
N -0.529 -1.135 2.381
O -2.697 -0.803 1.693
H -1.872 -2.196 -0.223
H -0.360 -2.631 0.587
H -0.639 -0.619 3.248
H 0.345 -1.506 2.044
O -3.120 1.486 4.154
H -2.217 1.267 4.400
H -3.431 0.709 3.674
O -3.357 0.943 -0.408
H -4.200 1.178 -0.008
H -2.966 0.304 0.213
O -5.443 -1.287 2.178
H -5.578 -2.209 1.941
H -4.494 -1.129 2.030
O 0.549 -5.233 0.899
H -0.416 -5.211 0.954
H 0.807 -6.003 1.417
O -1.223 -0.478 5.079
H -0.477 -0.277 5.658
H -1.216 -1.440 5.000
O 1.861 -2.843 1.095
H 1.693 -3.755 0.796
H 2.818 -2.745 1.076
O 0.088 -3.694 -1.709
H 0.570 -3.018 -2.200
H 0.697 -3.973 -1.018
*
```

## Properties
HOMO (eV): -8.64
SMILES: COC[C@H](C)N.COC[C@H](C)N.COC[C@H](C)N.COC[C@H](C)N.NC(N)=O.O.O.O.O.O.O.O

***

5.
Molecular formula: C17H62O14
Method: DFT, wB97M-V/def2-TZVPD

Structure (ORCA input):
```
! wB97M-V def2-TZVPD RIJCOSX def2/J DEFGRID3
* xyz 0 1
C 2.905 -1.216 3.963
O 2.245 -0.844 2.723
H 2.873 -2.302 4.030
H 3.907 -0.796 3.980
H 2.333 -0.760 4.767
H 2.924 -0.883 2.039
C 2.857 3.263 1.471
O 2.610 2.206 2.401
H 2.232 3.195 0.571
H 2.682 4.232 1.947
H 3.913 3.225 1.173
H 3.347 1.578 2.283
C -3.410 0.674 -2.967
O -3.012 1.837 -2.239
H -3.994 0.917 -3.850
H -2.530 0.072 -3.223
H -4.004 0.083 -2.274
H -2.651 2.497 -2.842
C 1.884 -3.044 0.084
O 2.713 -2.081 -0.572
H 0.812 -2.886 -0.129
H 2.097 -4.080 -0.231
H 2.046 -2.967 1.154
H 2.632 -2.227 -1.531
C -1.483 -4.272 2.174
O -0.377 -4.059 3.062
H -2.377 -4.489 2.766
H -1.642 -3.365 1.586
H -1.325 -5.069 1.440
H 0.122 -4.872 3.162
O -2.433 1.327 2.988
H -3.051 2.063 3.075
H -2.512 1.035 2.054
O 0.482 1.731 4.336
H 1.207 1.438 3.750
H 0.696 2.652 4.520
O -0.426 -1.236 3.855
H -0.708 -2.143 3.633
H 0.466 -1.154 3.475
C 0.918 -0.406 -3.071
C 0.413 -1.805 -3.308
O 1.550 -2.683 -3.294
H 0.203 0.386 -3.276
H 1.824 -0.206 -3.650
H 1.224 -0.362 -2.019
H -0.064 -1.879 -4.296
H -0.322 -2.074 -2.546
H 1.250 -3.598 -3.288
C 1.857 2.940 -3.210
C 3.189 2.586 -2.556
O 4.237 2.925 -3.496
H 1.717 2.344 -4.113
H 1.811 3.994 -3.483
H 1.039 2.712 -2.518
H 3.174 1.509 -2.339
H 3.395 3.165 -1.653
H 5.077 2.939 -3.028
C -6.503 4.526 0.436
C -5.636 3.302 0.284
O -5.349 3.088 -1.119
H -6.014 5.350 -0.077
H -6.559 4.780 1.498
H -7.507 4.315 0.086
H -6.162 2.434 0.711
H -4.707 3.446 0.852
H -4.517 2.584 -1.172
C 4.781 0.443 -0.210
C 5.452 -0.069 1.046
O 4.989 0.697 2.173
H 5.158 1.430 -0.495
H 3.693 0.453 -0.158
H 5.055 -0.197 -1.057
H 6.540 -0.041 0.921
H 5.180 -1.127 1.189
H 5.527 0.530 2.954
C -3.526 -4.266 -0.689
C -4.025 -3.136 -1.528
O -3.982 -3.558 -2.902
H -2.459 -4.451 -0.860
H -4.045 -5.183 -0.963
H -3.638 -4.064 0.375
H -3.437 -2.217 -1.392
H -5.056 -2.880 -1.242
H -4.453 -2.907 -3.433
C 0.247 0.945 0.209
C -0.906 -0.045 0.294
O -2.187 0.647 0.201
H 0.142 1.609 1.071
H 0.057 1.570 -0.677
H 1.232 0.490 0.140
H -0.925 -0.618 1.226
H -0.849 -0.804 -0.515
H -2.148 1.156 -0.634
*
```

## Properties
Energy above the lowest of the compared OMol25 structures with the same formula, charge and spin (kcal per mole): 0.0
HOMO (eV): -9.53

***

Number 1: HOMO-LUMO gap 8.987 eV. Number 2: HOMO-LUMO gap 8.646 eV. Number 3: HOMO-LUMO gap 9.428 eV. Number 4: HOMO-LUMO gap 8.189 eV. Number 5: HOMO-LUMO gap 9.825 eV.